1.
{"formula": "C33H58BClN11O4", "method": "ωB97M-V/def2-TZVPD", "gap_ev": 7.474, "charge": 1, "lumo_ev": -2.89, "energy_ha": -2679.8677, "homo_energy_ev": -10.366, "symbols": ["Cl", "O", "O", "O", "O", "N", "N", "N", "N", "N", "N", "N", "N", "N", "N", "N", "C", "C", "C", "C", "C", "C", "C", "C", "C", "C", "C", "C", "C", "C", "C", "C", "C", "C", "C", "C", "C", "C", "C", "C", "C", "C", "C", "C", "C", "C", "C", "C", "C", "B", "H", "H", "H", "H", "H", "H", "H", "H", "H", "H", "H", "H", "H", "H", "H", "H", "H", "H", "H", "H", "H", "H", "H", "H", "H", "H", "H", "H", "H", "H", "H", "H", "H", "H", "H", "H", "H", "H", "H", "H", "H", "H", "H", "H", "H", "H", "H", "H", "H", "H", "H", "H", "H", "H", "H", "H", "H", "H"], "xyz": [[-2.638, 3.268, -0.694], [4.195, 2.350, 2.552], [2.373, -4.838, -1.788], [-2.110, 0.724, -1.555], [0.036, -0.704, 3.835], [5.287, -2.630, -2.330], [-1.169, 2.935, 5.052], [3.466, -0.023, 0.695], [-7.545, 0.591, -3.186], [-2.638, 3.442, -5.740], [1.909, 3.163, 1.855], [4.317, 2.717, -2.480], [-2.031, -5.077, 5.537], [-2.439, 1.898, 9.544], [0.384, -4.358, -3.102], [0.072, 7.562, -9.006], [2.757, -3.514, -2.323], [2.988, 0.401, -0.666], [-1.892, 2.149, 5.618], [2.547, 0.416, 1.835], [-1.638, 1.703, -0.881], [1.498, -2.795, -3.130], [-2.795, 1.169, 6.324], [-5.049, 1.086, -2.233], [1.858, -1.231, -3.478], [-1.535, 5.492, -8.287], [-0.009, 0.381, 2.827], [0.530, -4.875, 6.420], [-0.892, -4.987, 5.929], [-1.249, -1.386, 3.936], [3.561, 3.661, -2.502], [-6.436, 0.810, -2.761], [1.054, -0.166, -2.506], [6.113, -3.456, -2.643], [-1.210, -6.445, -2.366], [-0.643, 6.641, -8.686], [-1.281, -2.803, 3.092], [-0.328, -5.291, -2.773], [7.141, -4.487, -3.034], [1.513, -0.278, -0.957], [-0.190, 1.687, -0.099], [1.012, -0.052, 1.648], [0.412, 0.209, 0.127], [-3.820, 3.198, -5.680], [2.619, 4.839, -2.531], [-5.295, 2.891, -5.602], [-1.629, -2.597, 1.519], [-3.695, 4.305, 9.466], [-2.998, 2.969, 9.509], [2.827, 1.999, 2.082], [-4.303, 0.671, -2.913], [7.155, -4.605, -4.120], [-2.174, -0.725, 3.722], [2.122, -4.693, -0.831], [2.807, 5.486, -1.671], [-0.870, -6.855, -1.412], [-4.892, 2.164, -2.146], [-5.510, 1.961, -6.132], [0.554, -4.341, 7.372], [-1.351, -1.718, 5.059], [-2.317, -1.669, 1.391], [1.018, 3.099, 2.376], [0.954, -5.872, 6.560], [0.515, 2.353, -0.762], [1.219, 0.888, -2.969], [1.133, -4.331, 5.690], [2.768, 5.412, -3.448], [1.779, 3.401, 0.857], [-3.063, 0.355, 5.647], [-0.612, -2.499, 0.961], [-0.490, -0.538, 0.040], [-1.053, 0.526, 2.357], [-4.430, 4.316, 8.658], [3.704, -0.118, -1.439], [1.682, -1.425, -0.753], [-2.170, -3.522, 1.061], [-4.206, 4.489, 10.414], [4.420, 0.381, 0.857], [-0.373, 2.300, 0.875], [3.565, -1.063, 0.793], [3.108, -2.894, -1.410], [-2.284, 0.753, 7.196], [-2.130, -3.487, 3.529], [3.014, -1.038, -3.476], [-3.706, 1.672, 6.653], [-5.598, 2.785, -4.559], [-1.499, 4.711, -9.050], [4.687, 2.518, 1.691], [-2.966, 5.100, 9.294], [-4.928, 0.629, -1.249], [3.655, -3.585, -3.056], [-1.170, -7.230, -3.125], [1.585, 4.488, -2.494], [-5.868, 3.701, -6.059], [1.294, -3.444, -4.055], [2.956, -0.154, 2.780], [0.256, 1.346, 3.396], [1.417, -1.043, -4.550], [-2.243, -6.106, -2.260], [-2.565, 5.840, -8.183], [-0.299, -3.420, 3.236], [3.013, 1.536, -0.868], [1.048, -1.229, 1.707], [0.588, -2.881, -2.410], [8.131, -4.171, -2.697], [6.899, -5.448, -2.575], [-1.201, 5.075, -7.335], [-0.061, -0.465, -2.583]], "atomic_forces_ev_per_a": [[1.3, -1.6, -0.1], [-1.7, -1.2, -3.1], [0.9, 1.4, 1.3], [2.5, 5.5, 3.8], [-2.1, 1.2, -1.4], [5.4, -3.9, -1.5], [-3.8, -4.2, 2.8], [0.1, 0.0, 0.7], [5.9, 1.2, 2.2], [-6.2, -1.3, 0.4], [0.4, -1.5, 0.2], [-4.0, 5.0, 0.0], [6.1, 0.5, 2.1], [-3.0, 5.7, -0.3], [-9.1, -13.2, 2.2], [-3.8, -4.9, 1.7], [-0.9, 0.5, -0.4], [-1.0, -1.5, -2.9], [2.9, 3.1, -2.3], [-0.8, -0.5, 2.1], [-1.0, -4.4, -2.3], [3.5, 4.0, 0.6], [0.7, 0.6, -0.5], [-1.1, -0.2, -0.5], [-0.2, 0.3, 0.0], [0.7, 0.8, -0.3], [0.9, -0.4, 0.0], [-1.0, -0.1, -0.3], [-4.6, -0.4, -1.6], [-0.2, -2.4, 1.3], [3.1, -3.8, 0.0], [-4.6, -0.9, -1.7], [0.6, -0.7, -0.5], [-3.1, 3.5, 1.3], [0.6, 0.9, -0.2], [2.9, 3.8, -1.3], [-1.2, -0.1, -0.1], [2.4, 3.4, -1.4], [-0.8, 0.7, 0.3], [0.4, -0.2, 0.4], [-0.6, 1.1, -0.5], [0.0, -1.1, -1.3], [-0.4, -0.6, 0.4], [4.8, 1.0, -0.3], [0.7, -0.8, 0.0], [1.1, 0.2, -0.1], [0.6, -0.4, 0.2], [0.5, -0.9, 0.1], [2.3, -4.3, 0.2], [1.2, 2.1, 0.8], [-0.2, 0.0, 0.1], [-0.1, 0.1, 0.1], [1.6, -0.9, 0.0], [0.4, -0.3, -1.8], [0.1, -0.1, -0.1], [0.0, 0.1, -0.1], [-0.1, -0.2, 0.0], [0.1, 0.1, 0.1], [-0.1, -0.1, -0.1], [0.3, 0.8, -2.0], [1.3, -1.6, 0.0], [0.5, 0.2, -0.8], [-0.1, 0.1, 0.0], [-1.3, -1.2, 1.1], [-0.4, -1.6, 1.1], [-0.2, -0.1, 0.0], [0.0, -0.1, 0.1], [-0.1, 0.0, 1.0], [0.1, 0.2, 0.0], [-2.0, 0.1, 0.6], [1.7, 1.5, 0.1], [1.6, -0.4, 0.9], [0.1, -0.1, 0.1], [-1.2, 1.2, 1.5], [-0.4, 2.0, -0.3], [1.0, 1.7, 0.9], [0.1, -0.1, -0.1], [-0.9, -0.5, 0.0], [0.3, -1.3, -1.8], [-0.1, 1.0, -0.7], [-0.6, -0.7, -1.7], [0.0, 0.2, -0.1], [1.6, 1.5, -0.6], [-2.1, -0.2, -0.1], [0.2, 0.0, 0.0], [0.1, 0.0, -0.2], [0.1, 0.2, 0.1], [-0.3, 0.2, 1.7], [0.0, -0.2, 0.0], [-0.1, 0.0, -0.2], [-2.1, -0.3, 1.5], [0.1, 0.2, 0.1], [0.1, 0.0, -0.1], [0.2, -0.1, 0.1], [1.5, 3.2, 0.8], [-0.7, 1.1, -1.7], [-0.3, -1.4, -1.0], [1.1, -0.2, 2.0], [0.1, 0.0, 0.0], [0.2, 0.0, 0.0], [-1.7, 1.4, -0.2], [0.1, -1.8, 0.9], [-0.2, 2.2, 0.0], [1.8, 2.0, -1.2], [-0.2, 0.1, 0.0], [-0.1, 0.2, 0.0], [-0.1, 0.1, -0.1], [1.8, 0.7, 0.3]]}

=====

2.
{"formula": "C33H58BrN7O5P", "method": "ωB97M-V/def2-TZVPD", "gap_ev": 8.007, "charge": 1, "lumo_ev": -2.59, "energy_ha": -4966.9396, "homo_energy_ev": -10.597, "symbols": ["Br", "P", "O", "O", "O", "O", "O", "N", "N", "N", "N", "N", "N", "N", "C", "C", "C", "C", "C", "C", "C", "C", "C", "C", "C", "C", "C", "C", "C", "C", "C", "C", "C", "C", "C", "C", "C", "C", "C", "C", "C", "C", "C", "C", "C", "C", "C", "H", "H", "H", "H", "H", "H", "H", "H", "H", "H", "H", "H", "H", "H", "H", "H", "H", "H", "H", "H", "H", "H", "H", "H", "H", "H", "H", "H", "H", "H", "H", "H", "H", "H", "H", "H", "H", "H", "H", "H", "H", "H", "H", "H", "H", "H", "H", "H", "H", "H", "H", "H", "H", "H", "H", "H", "H", "H"], "xyz": [[3.319, -3.745, 0.790], [1.223, -3.633, 0.009], [0.415, -4.077, 1.328], [3.567, 4.604, -1.355], [-5.935, -2.386, 3.874], [-1.703, 0.536, 2.238], [2.413, 11.184, -0.879], [1.006, -1.824, 0.189], [1.096, 0.238, -0.842], [-3.733, 0.149, 1.304], [-8.196, -2.356, 3.657], [3.424, 9.159, -1.006], [1.818, -3.842, 4.286], [1.629, -1.824, -2.016], [1.246, -1.106, -0.879], [-1.705, -4.926, -2.853], [2.234, -2.496, 4.725], [1.092, -1.475, 4.562], [-3.340, 0.772, 0.052], [4.822, -2.351, -3.836], [0.583, -1.866, -3.070], [3.905, -0.945, -1.645], [-2.845, 0.098, 2.306], [-2.560, -4.550, -1.834], [-0.519, -2.843, -2.708], [3.913, 9.257, 0.359], [-5.073, -0.396, 1.448], [3.489, -2.426, -3.474], [5.713, -1.581, -3.104], [2.695, 10.182, -1.501], [0.170, -4.618, -4.441], [-8.258, -0.908, 3.775], [5.244, -0.896, -1.999], [0.602, -1.165, 1.435], [3.009, -1.708, -2.387], [1.931, 2.404, -1.620], [-1.414, -2.455, -1.703], [1.433, -0.279, 3.675], [-9.428, -3.102, 3.481], [-0.681, -4.092, -3.314], [1.946, 3.383, -2.792], [2.999, 4.515, -2.658], [-2.422, -3.290, -1.256], [1.332, 1.068, -2.042], [1.797, -0.608, 2.223], [3.729, 7.979, -1.786], [-7.000, -2.962, 3.722], [3.080, 9.363, 1.055], [0.361, 1.267, -2.505], [0.482, -5.641, -4.233], [2.150, 2.852, -3.725], [2.549, 5.478, -2.910], [0.964, 3.844, -2.912], [4.810, 7.862, -1.887], [1.571, 0.652, -0.047], [-9.936, -2.792, 2.566], [-3.338, -5.220, -1.494], [-5.244, -1.179, 0.707], [-4.173, 0.730, -0.644], [0.200, -2.007, 4.226], [2.903, 4.909, -0.729], [3.836, 4.340, -3.330], [0.609, 0.437, 3.674], [2.371, 10.019, -2.544], [5.924, -0.311, -1.393], [-3.238, -0.382, 3.215], [-10.098, -2.938, 4.326], [-5.815, 0.393, 1.307], [-0.061, -0.329, 1.219], [-1.318, -1.469, -1.260], [0.852, -1.074, 5.549], [2.508, -2.534, 5.781], [0.104, -0.893, -3.212], [2.933, 2.250, -1.219], [-5.188, -0.825, 2.441], [-1.820, -5.901, -3.313], [6.758, -1.513, -3.369], [-3.116, -2.979, -0.484], [2.630, -1.312, 2.205], [-2.481, 0.254, -0.380], [1.066, -4.037, -4.637], [1.036, -2.136, -4.015], [-7.842, -0.587, 4.730], [-0.422, -4.643, -5.358], [2.301, 0.212, 4.124], [2.569, -4.325, 3.816], [-7.683, -0.434, 2.980], [3.330, 7.089, -1.300], [1.526, -4.405, 5.072], [4.555, 10.130, 0.471], [5.164, -2.906, -4.699], [1.272, 2.804, -0.842], [4.477, 8.359, 0.601], [1.948, 0.572, -2.791], [3.606, -0.394, -0.762], [-9.206, -4.165, 3.415], [3.292, 8.067, -2.780], [0.071, -1.843, 2.096], [3.105, -2.208, 4.136], [-0.487, -3.723, 1.329], [-9.294, -0.590, 3.707], [-3.056, 1.812, 0.216], [-7.065, -4.059, 3.634], [2.161, 0.325, 1.779], [2.825, -3.060, -4.043]], "atomic_forces_ev_per_a": [[-0.1, -0.1, 0.0], [0.1, 0.0, -0.2], [0.0, 0.3, 0.0], [0.1, -0.1, 0.0], [0.0, 0.1, -0.1], [-0.1, 0.0, 0.0], [0.0, 0.0, 0.0], [0.1, 0.0, 0.1], [1.1, -0.2, -0.8], [0.0, -0.1, -0.1], [-0.1, 0.0, -0.1], [0.0, -0.1, -0.1], [0.0, 0.2, -0.2], [-0.1, 0.5, -0.5], [-0.1, -0.1, 0.6], [0.0, 0.0, 0.1], [-0.5, -0.5, 0.0], [0.1, 0.1, 0.2], [0.0, 0.0, 0.1], [0.1, 0.0, -0.1], [-0.7, -0.5, 0.0], [0.0, 0.0, 0.2], [0.0, 0.1, 0.1], [0.1, 0.1, 0.0], [-0.1, 0.0, 0.0], [0.0, 0.1, -0.1], [0.1, 0.1, -0.1], [-0.1, 0.0, -0.1], [0.0, 0.0, 0.1], [0.0, 0.0, 0.0], [-0.1, 0.0, 0.0], [0.1, -0.1, 0.0], [0.1, 0.0, 0.1], [0.5, 0.5, 0.6], [0.0, 0.0, 0.0], [-0.3, -0.3, -0.3], [0.0, 0.0, 0.0], [0.0, 0.0, -0.1], [0.0, 0.1, 0.0], [0.1, 0.0, 0.2], [0.3, 0.4, -0.2], [-0.2, -0.1, 0.4], [0.0, -0.2, -0.1], [-0.5, 0.4, -0.1], [0.1, -0.1, 0.2], [0.1, 0.2, 0.2], [0.0, -0.1, 0.1], [0.0, 0.0, 0.0], [0.0, -0.1, 0.0], [0.0, 0.0, 0.0], [0.0, -0.1, 0.0], [0.0, 0.0, -0.2], [-0.1, -0.2, 0.1], [0.0, -0.1, -0.1], [-0.7, 0.0, 0.4], [0.0, 0.0, 0.0], [0.0, 0.0, 0.0], [-0.1, 0.0, 0.0], [0.0, 0.0, 0.0], [0.0, 0.0, -0.1], [0.0, 0.0, -0.1], [0.0, 0.0, 0.0], [0.0, 0.0, 0.1], [0.0, 0.0, 0.0], [0.0, 0.0, 0.0], [0.0, 0.0, 0.0], [0.0, 0.0, 0.0], [0.0, 0.0, 0.0], [-0.2, -0.2, -0.2], [0.0, 0.0, -0.1], [-0.1, 0.0, 0.0], [0.3, 0.2, -0.1], [0.2, 0.1, 0.1], [0.0, 0.1, 0.1], [0.0, 0.0, 0.0], [0.0, 0.0, 0.0], [0.0, -0.1, -0.1], [0.1, 0.1, 0.0], [0.0, -0.1, -0.1], [0.0, 0.0, 0.0], [0.0, 0.0, 0.0], [0.2, 0.1, 0.1], [0.0, 0.0, 0.0], [0.1, 0.0, 0.0], [-0.1, 0.1, -0.1], [0.0, -0.1, 0.1], [0.0, 0.0, 0.0], [0.0, -0.1, 0.0], [0.0, -0.1, 0.0], [0.0, 0.0, 0.0], [0.0, 0.0, 0.0], [0.3, 0.0, 0.2], [0.0, 0.0, 0.0], [0.1, -0.1, 0.2], [-0.1, 0.0, 0.0], [0.0, 0.0, 0.0], [0.0, 0.0, 0.0], [0.0, -0.3, -0.3], [0.1, 0.1, 0.1], [-0.1, -0.3, 0.1], [0.0, 0.0, 0.0], [0.0, 0.0, 0.0], [0.0, 0.0, 0.0], [0.1, 0.0, -0.1], [0.0, 0.0, 0.0]]}